{"formula": "C3H6N2O2", "method": "ωB97M-V with the def2-TZVPD basis set", "spin_multiplicity": 1, "homo_ev": -10.252, "gap_ev": 10.91, "energy_ha": -377.8966, "e_lumo_ev": 0.65, "relative_energy_ev": 1.7083, "smiles": "[H]/N=C(/NC=O)OC", "species": ["C", "O", "C", "N", "N", "C", "O", "H", "H", "H", "H", "H", "H"], "positions_angstrom": [[-1.691, -0.425, -0.700], [-0.940, 0.780, -0.813], [0.289, 0.848, -0.248], [1.212, 1.588, -0.687], [0.477, 0.066, 0.904], [1.581, -0.729, 1.118], [1.771, -1.332, 2.147], [-2.679, -0.193, -1.094], [-1.775, -0.771, 0.333], [-1.247, -1.216, -1.311], [0.925, 2.017, -1.567], [-0.165, 0.154, 1.681], [2.241, -0.788, 0.238]], "mulliken_charge": [-0.602, -0.359, 0.545, -0.658, -0.140, 0.067, -0.536, 0.233, 0.283, 0.279, 0.281, 0.292, 0.314]}

=====

{"formula": "C38H62Cl10O16Pb", "method": "ωB97M-V with the def2-TZVPD basis set", "spin_multiplicity": 1, "homo_ev": -8.765, "gap_ev": 8.89, "energy_ha": -7483.9694, "e_lumo_ev": 0.12, "species": ["Pb", "C", "C", "O", "O", "H", "H", "H", "C", "C", "O", "O", "H", "H", "H", "O", "C", "O", "C", "C", "C", "H", "H", "H", "H", "H", "H", "O", "C", "O", "C", "C", "C", "H", "H", "H", "H", "H", "H", "O", "C", "O", "C", "C", "C", "H", "H", "H", "H", "H", "H", "O", "C", "O", "C", "C", "C", "H", "H", "H", "H", "H", "H", "O", "C", "O", "C", "C", "C", "H", "H", "H", "H", "H", "H", "O", "C", "O", "C", "C", "C", "H", "H", "H", "H", "H", "H", "Cl", "C", "C", "Cl", "H", "H", "H", "H", "Cl", "C", "C", "Cl", "H", "H", "H", "H", "Cl", "C", "C", "Cl", "H", "H", "H", "H", "Cl", "C", "C", "Cl", "H", "H", "H", "H", "Cl", "C", "C", "Cl", "H", "H", "H", "H"], "positions_angstrom": [[0.592, -8.049, 20.911], [-2.840, -10.789, 21.157], [-1.613, -9.895, 21.004], [-1.577, -8.966, 20.142], [-0.612, -10.161, 21.770], [-2.645, -11.494, 21.964], [-2.937, -11.290, 20.190], [-3.709, -10.170, 21.228], [2.375, -4.002, 20.190], [1.768, -5.315, 20.698], [2.629, -6.166, 21.116], [0.519, -5.521, 20.592], [2.756, -4.245, 19.201], [3.273, -3.662, 20.739], [1.608, -3.222, 20.120], [1.040, -9.129, 17.864], [1.690, -8.934, 16.828], [1.403, -9.608, 15.722], [2.239, -9.141, 14.615], [3.478, -8.544, 15.274], [2.919, -8.084, 16.637], [1.658, -8.475, 13.947], [2.462, -10.068, 14.041], [3.800, -7.727, 14.679], [4.234, -9.297, 15.473], [2.545, -7.038, 16.742], [3.681, -8.227, 17.392], [-3.241, -2.495, 19.813], [-2.524, -2.137, 20.700], [-2.789, -0.969, 21.383], [-1.634, -0.732, 22.231], [-1.203, -2.109, 22.637], [-1.316, -2.839, 21.265], [-2.026, -0.124, 23.068], [-0.932, -0.155, 21.629], [-1.879, -2.544, 23.399], [-0.227, -2.107, 23.134], [-1.496, -3.917, 21.160], [-0.471, -2.558, 20.650], [2.582, -10.536, 20.598], [3.694, -11.045, 20.445], [4.364, -11.462, 21.514], [5.736, -11.857, 21.115], [5.901, -11.187, 19.777], [4.474, -11.188, 19.199], [5.830, -12.956, 21.201], [6.321, -11.441, 21.923], [6.686, -11.622, 19.122], [6.201, -10.142, 19.936], [4.136, -12.119, 18.721], [4.366, -10.388, 18.466], [-0.856, -7.172, 22.566], [-0.662, -6.361, 23.488], [-1.614, -6.189, 24.376], [-1.277, -5.203, 25.355], [0.257, -5.188, 25.282], [0.503, -5.453, 23.783], [-1.641, -5.602, 26.296], [-1.733, -4.217, 25.147], [0.683, -6.092, 25.755], [0.673, -4.256, 25.668], [1.473, -5.839, 23.542], [0.352, -4.565, 23.157], [1.594, -8.302, 23.550], [2.498, -8.553, 24.351], [2.530, -7.893, 25.489], [3.620, -8.371, 26.389], [4.576, -8.951, 25.366], [3.657, -9.547, 24.291], [3.195, -9.110, 27.102], [3.936, -7.475, 26.899], [5.236, -9.736, 25.737], [5.190, -8.152, 24.940], [3.249, -10.493, 24.575], [4.155, -9.679, 23.322], [2.391, -5.059, 16.207], [1.496, -4.428, 16.718], [1.546, -3.107, 16.907], [0.356, -2.616, 17.532], [-0.444, -3.860, 18.006], [0.164, -4.982, 17.178], [-0.250, -2.067, 16.812], [0.614, -1.978, 18.332], [-1.503, -3.733, 17.748], [-0.353, -4.081, 19.054], [-0.347, -5.281, 16.255], [0.341, -5.915, 17.705], [-3.017, -5.973, 18.451], [-4.268, -5.916, 19.744], [-3.638, -6.291, 21.082], [-4.687, -5.951, 22.496], [-4.946, -6.703, 19.496], [-4.623, -4.879, 19.681], [-2.811, -5.632, 21.236], [-3.258, -7.305, 21.161], [-2.278, -12.606, 17.238], [-0.533, -12.070, 17.265], [-0.022, -11.793, 18.648], [-0.139, -13.292, 19.648], [-0.539, -11.152, 16.708], [0.062, -12.813, 16.747], [-0.647, -11.068, 19.187], [1.024, -11.461, 18.644], [6.708, -8.625, 21.870], [5.387, -7.408, 21.595], [5.861, -6.028, 21.659], [6.249, -5.516, 23.398], [4.564, -7.714, 22.242], [5.013, -7.521, 20.537], [5.062, -5.377, 21.289], [6.763, -5.807, 21.109], [-0.640, -10.681, 26.199], [-1.102, -9.413, 25.106], [-2.539, -9.478, 24.681], [-3.698, -9.076, 26.000], [-0.501, -9.503, 24.202], [-0.937, -8.458, 25.599], [-2.795, -10.471, 24.305], [-2.644, -8.733, 23.912], [-0.625, -14.150, 24.214], [-0.085, -12.688, 23.349], [1.331, -12.816, 22.896], [2.553, -12.860, 24.257], [-0.190, -11.919, 24.101], [-0.652, -12.452, 22.487], [1.592, -11.962, 22.304], [1.528, -13.760, 22.424]], "mulliken_charge": [1.909, -1.582, 0.408, -0.885, -0.432, 0.227, 0.282, 0.408, -1.324, 0.263, -0.018, -0.358, 0.310, 0.446, -0.071, -0.275, 0.086, -0.386, -0.537, -0.640, 1.266, 0.283, 0.331, 0.343, 0.285, -0.694, -0.049, -0.551, 0.271, -0.416, -0.527, -0.222, 2.031, 0.374, 0.263, 0.041, 0.404, -1.249, -0.438, 0.282, -0.018, -0.354, -0.457, -0.407, 0.064, 0.278, 0.319, 0.435, 0.038, 0.338, -0.243, 0.394, 0.129, -0.301, -0.473, -0.669, 0.633, 0.480, 0.196, 0.076, 0.414, 0.073, -0.515, 0.462, -0.447, -0.418, -0.579, -0.454, 1.400, 0.255, 0.395, 0.437, 0.098, -0.518, -0.638, -0.653, 0.429, -0.398, -0.892, 1.123, 0.081, 0.273, 0.444, 0.674, -1.329, 0.480, -0.358, -0.159, -0.603, 2.417, -0.238, 0.438, 0.340, -1.663, -0.614, -0.235, -0.382, 1.385, -0.251, 0.162, 0.456, -0.597, -0.428, -0.231, 0.932, -0.039, -0.244, -0.671, -0.127, -0.188, 0.478, -0.190, 0.701, 0.531, -0.232, -0.784, 0.115, 0.285, -0.530, -0.242, 1.717, 0.421, -0.282, -0.839, -0.495, -0.833, 0.566]}

=====

{"formula": "H16O8", "method": "ωB97M-V with the def2-TZVPD basis set", "spin_multiplicity": 1, "homo_ev": -10.396, "gap_ev": 10.64, "energy_ha": -611.4644, "e_lumo_ev": 0.24, "relative_energy_ev": 3.2159, "smiles": "O.O.O.O.O.O.O.O", "species": ["H", "H", "H", "H", "H", "H", "H", "H", "H", "H", "H", "H", "H", "H", "H", "H", "O", "O", "O", "O", "O", "O", "O", "O"], "positions_angstrom": [[0.835, 0.904, -0.606], [0.348, 0.887, 0.833], [-1.153, -3.025, 3.792], [-1.149, -2.243, 2.489], [1.798, -2.198, -2.550], [2.689, -0.987, -2.324], [1.851, 1.556, 4.516], [1.987, 0.739, 3.242], [-2.593, 0.358, -0.112], [-3.267, -0.727, -0.935], [-3.321, -1.414, -2.681], [-1.864, -1.238, -3.075], [2.599, 0.129, -4.544], [3.986, 0.250, -3.935], [-1.355, 4.792, 2.421], [-0.842, 4.111, 3.679], [0.460, 0.319, 0.062], [-1.743, -2.661, 3.122], [2.327, -1.758, -1.874], [1.517, 1.493, 3.614], [-2.566, -0.589, -0.289], [-2.681, -0.743, -2.945], [3.425, -0.354, -4.434], [-0.808, 4.056, 2.717]], "mulliken_charge": [0.286, 0.313, 0.313, 0.316, 0.297, 0.295, 0.297, 0.317, 0.290, 0.282, 0.326, 0.322, 0.332, 0.332, 0.304, 0.309, -0.602, -0.629, -0.586, -0.610, -0.563, -0.656, -0.671, -0.613]}

=====

{"formula": "C3H8O", "method": "ωB97M-V with the def2-TZVPD basis set", "spin_multiplicity": 1, "homo_ev": -9.773, "gap_ev": 10.68, "energy_ha": -194.3063, "e_lumo_ev": 0.91, "relative_energy_ev": 0.8070, "smiles": "C=CC.O", "species": ["C", "C", "C", "H", "H", "H", "H", "H", "H", "O", "H", "H"], "positions_angstrom": [[0.021, -1.114, 0.000], [0.476, -0.365, 0.982], [-0.380, 0.090, 2.135], [0.647, -1.305, -0.879], [-1.015, -1.471, -0.024], [1.541, -0.103, 0.929], [-0.492, 1.186, 2.166], [0.121, -0.240, 3.061], [-1.384, -0.365, 2.097], [-0.228, 1.121, -3.538], [0.286, 1.150, -2.699], [0.409, 1.416, -4.228]], "mulliken_charge": [-0.833, 0.173, -0.890, 0.279, 0.214, 0.285, 0.246, 0.250, 0.278, -0.653, 0.327, 0.324]}